101
Properties=species:S:1:pos:R:3 method="wB97M-V/def2-TZVPD" e_lumo_ev="-1.53 / -2.44" charge=0 multiplicity=2 homo_lumo_gap_ev="6.3 / 5.2" s_squared=0.783 total_energy_ha=-3285.947710
Ru -0.5583 -0.6219 0.2015
C -2.1099 2.2740 -0.7357
C -2.9088 1.8800 0.4967
N -2.8468 0.4435 0.8088
C -3.2360 0.2487 2.2192
C -2.1902 0.7868 3.1880
C -3.7382 -0.3519 -0.0543
C -3.2007 -0.7887 -1.4216
N -2.0178 -1.5579 -1.3216
C -1.6356 -2.4168 -2.2541
C -0.4346 -3.1531 -2.0333
F 0.2620 -2.8652 -0.9022
C 0.0374 -4.1244 -2.8825
F 1.1706 -4.7817 -2.5873
C -0.6472 -4.4543 -4.0418
C -1.8168 -3.7570 -4.3013
F -2.5161 -4.0678 -5.4049
C -2.3014 -2.7673 -3.4685
F -3.4410 -2.1518 -3.8454
H -1.7802 3.3074 -0.6559
H -2.6935 2.1775 -1.6465
H -1.2226 1.6263 -0.8144
H -3.9602 2.1911 0.3857
H -2.4905 2.4136 1.3518
H -3.3216 -0.8265 2.3913
H -4.2116 0.7194 2.4185
H -1.2047 0.5134 2.7994
H -2.3079 0.3152 4.1583
H -2.2587 1.8625 3.3277
H -4.6847 0.1875 -0.2193
H -3.9710 -1.2795 0.4810
H -2.9860 0.0816 -2.1022
H -4.0162 -1.3334 -1.9147
H -0.2845 -5.2145 -4.7101
C -0.3218 -4.7572 4.8799
Si -1.5730 -3.3676 4.5075
C -1.5072 -2.0669 5.9126
C -3.3188 -4.1407 4.4777
C -1.2123 -2.5202 2.8958
C -1.0076 -1.9427 1.8357
H -0.5228 -5.2131 5.8458
H 0.6987 -4.3883 4.8968
H -0.3770 -5.5409 4.1312
H -1.3566 -2.5378 6.8798
H -2.4337 -1.5023 5.9702
H -0.6973 -1.3582 5.7652
H -3.5601 -4.5899 5.4378
H -3.3911 -4.9201 3.7256
H -4.0850 -3.4024 4.2604
C 3.4192 2.6824 -4.0090
C 2.2425 3.4159 -3.4459
C 2.4018 4.5133 -2.6182
C 1.2967 5.2073 -2.1480
Cl 1.5138 6.5727 -1.1072
C 0.0196 4.8215 -2.5060
C -0.1530 3.7133 -3.3163
C 0.9427 2.9934 -3.7852
O 0.8572 1.8949 -4.5764
C -0.4123 1.3484 -4.8149
C -1.0987 0.8077 -3.4921
O -2.3334 0.8986 -3.5147
O -0.3619 0.3811 -2.6029
H 4.3257 2.9360 -3.4647
H 3.5559 2.9543 -5.0573
H 3.2449 1.6079 -3.9767
H 3.3921 4.8270 -2.3273
H -0.8373 5.3710 -2.1527
H -1.1557 3.4211 -3.5797
H -0.2642 0.4966 -5.4847
H -1.0919 2.0658 -5.2929
C 1.4588 2.0896 2.8618
C 2.0139 2.0567 1.4413
C 1.3733 3.1626 0.6099
P 1.6996 0.3918 0.6364
C 2.5007 -0.7564 1.8976
C 3.9075 -0.4280 2.3953
C 2.4322 -2.2178 1.4580
C 2.7495 0.4968 -0.9123
C 4.2501 0.7133 -0.7528
C 2.4551 -0.7185 -1.7897
H 1.4478 3.1198 3.2195
H 2.0614 1.4990 3.5502
H 0.4372 1.7116 2.8789
H 3.0963 2.2136 1.4697
H 0.3266 2.9396 0.4274
H 1.8725 3.2865 -0.3459
H 1.4314 4.1112 1.1409
H 1.8000 -0.6536 2.7411
H 4.6617 -0.7073 1.6645
H 4.0913 -1.0119 3.2961
H 4.0386 0.6210 2.6459
H 3.1802 -2.4456 0.7020
H 1.4359 -2.4458 1.0725
H 2.6110 -2.8681 2.3135
H 2.3283 1.3753 -1.4205
H 4.7564 -0.2025 -0.4575
H 4.4780 1.4914 -0.0286
H 4.6620 1.0212 -1.7142
H 2.7874 -1.6457 -1.3269
H 2.9602 -0.6236 -2.7512
H 1.3803 -0.7723 -1.9822